w) Entry from OMol25: an isolated ion of composition CHN4O2 and charge -1 (ωB97M-V/def2-TZVPD).

- Charge: -1
- LUMO: 4.27 eV
- SMILES: N#CNN=[N+]([O-])[O-]
- Highest occupied orbital energy: -0.150 Eh

CARTESIAN COORDINATES (ANGSTROEM)
1 O -2.902 1.220 -0.039
2 N 0.357 0.529 0.005
3 C 1.584 0.961 0.048
4 N -0.771 1.408 0.017
5 O -1.685 -0.561 -0.023
6 N 2.665 1.339 -0.060
7 N -1.807 0.676 0.036
8 H 0.263 -0.407 -0.335

x) Entry from OMol25: a 2-piece molecular cluster, CHN4O2 overall (ωB97M-V/def2-TZVPD).

- Charge: -1
- LUMO (spin up / spin down): 1.55 / 1.55 eV
- Highest occupied orbital energy (spin up / spin down): -0.124 / -0.125 Eh

CARTESIAN COORDINATES (ANGSTROEM)
1 H -0.288 -2.588 0.580
2 O 0.014 -0.961 -0.954
3 N -0.970 1.603 -0.964
4 N -0.450 2.254 -0.121
5 N 0.663 0.642 0.686
6 O 0.506 -2.902 0.199
7 C 0.183 -0.029 -0.222
8 N 0.342 1.981 0.796

Most favorable structure: w). The second most favorable one is 63.9 kcal/mol above it.

w) Entry from OMol25: an isolated ion of composition CHN4O2 and charge -1 (ωB97M-V/def2-TZVPD).

- Charge: -1
- LUMO: 4.31 eV
- SMILES: N#CNN=[N+]([O-])[O-]
- Highest occupied orbital energy: -0.159 Eh

CARTESIAN COORDINATES (ANGSTROEM)
1 C 1.481 0.891 -0.031
2 H 0.183 -0.365 0.917
3 N 0.344 0.594 0.840
4 N -0.764 1.336 0.501
5 N 2.363 1.385 -0.563
6 O -1.658 -0.557 -0.134
7 O -2.671 1.338 -0.451
8 N -1.736 0.707 -0.048

x) Entry from OMol25: CHN4O2 as an isolated structure (ωB97M-V/def2-TZVPD).

- Charge: -1
- LUMO: 4.20 eV
- Highest occupied orbital energy: -0.137 Eh

CARTESIAN COORDINATES (ANGSTROEM)
1 N 0.107 -1.190 -0.045
2 N 2.073 -0.222 0.027
3 N 1.290 0.936 0.035
4 C 0.067 0.659 -0.011
5 H -1.640 -0.529 0.010
6 N 1.346 -1.266 -0.004
7 O -2.162 0.315 0.037
8 O -1.081 1.298 -0.048

Most favorable structure: w). The second most favorable one is 28.9 kcal/mol above it.

w) Entry from OMol25: an isolated ion of composition C7H10N and charge +1 (ωB97M-V/def2-TZVPD).

- Charge: +1
- LUMO: -3.65 eV
- SMILES: C[C@]12C=C[C@@]1([NH3+])C=C2
- Highest occupied orbital energy: -0.501 Eh

CARTESIAN COORDINATES (ANGSTROEM)
1 C 1.351 1.001 0.920
2 H 1.210 1.198 -2.170
3 C 1.320 -1.375 -0.296
4 H -1.502 0.262 -2.424
5 H 2.243 1.574 0.625
6 H 0.547 1.665 1.205
7 C -0.663 -0.554 -0.331
8 N -1.814 -0.190 0.508
9 H -2.406 -0.959 0.652
10 C 0.932 0.057 -0.212
11 H -1.299 0.048 1.375
12 C -0.625 0.148 -1.696
13 H 1.505 0.392 1.827
14 H 2.163 -2.032 -0.367
15 C 0.571 0.645 -1.575
16 H -2.080 0.634 0.108
17 C 0.068 -1.831 -0.251
18 H -0.535 -2.707 -0.338

x) Entry from OMol25: an isolated ion of composition C7H10N and charge +1 (ωB97M-V/def2-TZVPD).

- Charge: +1
- LUMO (spin up / spin down): -5.33 / -3.62 eV
- Highest occupied orbital energy (spin up / spin down): -0.406 / -0.446 Eh

CARTESIAN COORDINATES (ANGSTROEM)
1 H -0.099 2.751 0.704
2 N -1.224 -0.309 0.158
3 C 2.995 0.541 0.039
4 H -3.042 -0.819 1.029
5 C 1.976 -0.222 0.017
6 C -0.443 -1.382 0.021
7 H 3.697 0.556 0.929
8 H -3.174 -0.779 -0.709
9 C -0.740 0.852 -0.058
10 H -0.141 2.730 -0.882
11 H -1.024 -2.241 -0.180
12 C 1.034 -1.327 -0.057
13 H 3.120 1.167 -0.723
14 H -2.950 0.679 -0.116
15 C -0.354 2.071 -0.070
16 H 1.524 -1.966 -0.983
17 H 1.551 -1.999 0.825
18 C -2.707 -0.303 0.055

y) Entry from OMol25: an isolated ion of composition C7H10N and charge +1 (ωB97M-V/def2-TZVPD).

- Charge: +1
- LUMO: -6.16 eV
- Highest occupied orbital energy: -0.464 Eh

CARTESIAN COORDINATES (ANGSTROEM)
1 C 0.664 1.411 0.168
2 H -0.159 -0.906 -1.583
3 C -2.655 -0.588 -0.035
4 H -3.269 0.315 -0.218
5 C 1.208 0.226 -0.179
6 H -3.000 -1.181 0.848
7 H 0.247 -1.708 -0.136
8 H -2.902 -1.382 -0.764
9 C -1.299 -0.071 -0.023
10 C 3.373 -0.648 0.315
11 N 2.598 -0.025 -0.373
12 C -0.914 1.318 0.135
13 H 1.161 2.348 0.542
14 H -1.405 1.680 1.048
15 H 4.448 -0.933 -0.031
16 C 0.075 -0.670 -0.475
17 H 3.249 -1.146 1.289
18 H -1.420 1.957 -0.527

z) Entry from OMol25: an isolated ion of composition C7H10N and charge +1 (ωB97M-V/def2-TZVPD).

- Charge: +1
- LUMO: -5.48 eV
- SMILES: C=C(C#[NH+])C(=C)CC
- Highest occupied orbital energy: -0.520 Eh

CARTESIAN COORDINATES (ANGSTROEM)
1 H 1.309 2.909 -0.055
2 C 0.670 -1.716 -0.085
3 C 0.576 2.035 0.110
4 H 1.757 -1.784 -0.504
5 C -1.332 -0.325 0.571
6 C -2.291 0.147 -0.508
7 H -1.741 -1.149 1.140
8 H 3.964 -1.004 -0.013
9 H -3.226 0.314 -0.071
10 H -2.608 -0.792 -0.976
11 H -0.406 2.449 0.286
12 C 0.906 0.715 0.019
13 C 0.160 -0.577 0.162
14 H -1.398 0.510 1.296
15 H -1.947 0.917 -1.168
16 H 0.160 -2.666 0.016
17 N 3.197 -0.348 -0.176
18 C 2.249 0.367 -0.043

Most favorable structure: z). The second most favorable one is 3.3 kcal/mol above it.

w) Entry from OMol25: a 5-piece molecular cluster, C10H30O5S5 overall (ωB97M-V/def2-TZVPD).

- Charge: 0
- LUMO: 0.38 eV
- Highest occupied orbital energy: -0.309 Eh

CARTESIAN COORDINATES (ANGSTROEM)
1 H -79.176 9.831 -39.496
2 O -78.328 5.873 -33.184
3 H -83.436 2.757 -32.373
4 C -83.696 3.479 -29.852
5 H -77.885 9.096 -40.069
6 O -80.736 7.759 -38.497
7 C -78.908 8.962 -39.932
8 C -78.507 8.702 -37.213
9 C -77.667 0.904 -39.026
10 C -79.608 4.999 -35.244
11 H -76.605 -2.085 -32.043
12 H -77.515 8.464 -37.148
13 C -77.945 -0.315 -33.797
14 H -80.478 4.674 -35.848
15 H -78.998 8.474 -36.298
16 H -78.904 2.810 -32.543
17 H -79.131 2.697 -34.337
18 O -77.074 0.729 -31.678
19 H -78.255 0.348 -39.705
20 S -78.194 -0.159 -32.008
21 H -84.433 3.812 -30.680
22 H -78.603 9.826 -37.273
23 C -78.664 3.348 -33.457
24 C -82.422 2.399 -31.939
25 H -76.225 3.464 -38.888
26 H -81.590 2.366 -32.445
27 S -81.970 3.217 -30.363
28 H -79.698 5.924 -35.280
29 S -79.247 7.754 -38.685
30 H -84.116 2.418 -29.371
31 O -79.691 2.343 -38.122
32 H -78.564 4.957 -35.626
33 H -79.274 8.754 -41.074
34 H -83.615 4.057 -28.935
35 C -77.178 3.456 -38.191
36 C -77.455 -1.732 -31.538
37 S -78.553 2.555 -38.986
38 H -76.872 2.954 -37.323
39 H -78.133 -2.714 -31.597
40 H -82.810 1.489 -31.584
41 H -77.617 3.295 -33.770
42 H -76.985 -0.579 -34.217
43 H -78.387 -1.188 -34.174
44 H -78.402 0.453 -34.427
45 H -76.978 -1.521 -30.593
46 H -77.443 4.495 -38.170
47 S -79.463 4.873 -33.485
48 O -81.698 4.576 -30.965
49 H -77.514 0.469 -38.064
50 H -76.649 0.741 -39.519

x) Entry from OMol25: a 5-piece molecular cluster, C10H30O5S5 overall (ωB97M-V/def2-TZVPD).

- Charge: 0
- LUMO: 0.26 eV
- Highest occupied orbital energy: -0.319 Eh

CARTESIAN COORDINATES (ANGSTROEM)
1 H 0.707 3.248 -0.047
2 H 1.592 -1.897 -1.573
3 O -1.776 3.520 0.509
4 H 1.153 -6.698 1.939
5 H -3.957 5.139 -0.757
6 H -2.932 6.110 0.284
7 C -1.886 -2.567 -1.205
8 C -1.681 1.085 2.771
9 S 1.777 -4.560 2.586
10 C -2.981 5.591 -0.704
11 O 0.004 -4.502 -1.102
12 H 2.154 4.429 -0.101
13 S -1.680 4.384 -0.712
14 H -3.483 3.322 -1.962
15 H 1.031 0.203 2.662
16 S 2.615 2.349 -1.152
17 C -2.387 3.457 -2.024
18 O 2.712 -5.104 3.605
19 H 3.513 -4.126 0.898
20 H -1.909 2.471 -1.882
21 S -1.097 -0.262 1.714
22 C 1.332 1.360 -2.096
23 H 0.985 1.751 -3.037
24 H -2.607 -3.043 -0.592
25 H 3.330 -2.786 2.064
26 C 0.370 -0.654 2.711
27 H 0.773 -1.570 2.302
28 H 0.567 1.024 -1.380
29 H 0.032 -1.031 -1.944
30 O -0.569 0.268 0.350
31 H -2.707 6.333 -1.435
32 H -2.374 1.748 2.325
33 H -2.045 3.900 -3.011
34 C 2.777 -3.537 1.442
35 C 1.536 3.664 -0.663
36 H 2.042 0.555 -2.370
37 H -1.888 -1.468 -0.949
38 H 0.600 -5.417 0.755
39 H -0.804 1.623 3.150
40 H 0.549 -2.524 -2.897
41 H 2.290 -5.934 0.786
42 H -2.111 0.601 3.616
43 S -0.310 -3.113 -0.763
44 H 2.103 -3.123 0.698
45 H 1.237 4.156 -1.547
46 C 1.421 -5.775 1.394
47 O 3.500 3.095 -2.123
48 H -0.075 -0.874 3.651
49 C 0.559 -1.994 -1.927
50 H -2.002 -2.826 -2.257

Most favorable structure: x). The second most favorable one is 118.1 kcal/mol above it.

w) Entry from OMol25: a 2-piece molecular cluster, C3H9S3 overall (ωB97M-V/def2-TZVPD).

- Charge: -1
- LUMO: 2.90 eV
- Highest occupied orbital energy: -0.087 Eh

CARTESIAN COORDINATES (ANGSTROEM)
1 H -3.707 0.440 0.801
2 H -0.335 -0.020 0.523
3 S 2.026 0.890 0.208
4 S -2.056 -1.279 -0.366
5 H 2.354 2.606 -1.460
6 H 0.718 1.951 -1.613
7 C 0.506 -1.947 0.304
8 H 1.096 3.125 -0.327
9 H 1.262 -1.953 1.095
10 H 1.003 -1.529 -0.568
11 H 0.171 -2.971 0.095
12 C 1.479 2.273 -0.893
13 H -0.867 -1.140 1.793
14 C -0.639 -1.052 0.731
15 S -3.011 0.606 -0.322

x) Entry from OMol25: a 2-piece molecular cluster, C3H9S3 overall (ωB97M-V/def2-TZVPD).

- Charge: -1
- LUMO: 2.81 eV
- Highest occupied orbital energy: -0.088 Eh

CARTESIAN COORDINATES (ANGSTROEM)
1 C 1.655 -0.391 -0.831
2 C 0.885 -0.825 0.398
3 H 2.712 -0.220 -0.600
4 H 1.113 -1.864 0.649
5 H 1.219 0.521 -1.233
6 H -0.189 -0.716 0.272
7 H -2.947 1.483 -1.539
8 S 1.495 0.136 1.832
9 H -2.397 0.598 -0.097
10 S -1.364 -0.270 -2.124
11 H -1.392 1.847 -0.810
12 H 1.522 -1.130 -1.617
13 H -0.595 0.372 3.354
14 C -2.081 1.026 -1.052
15 S 0.364 -0.567 3.400

Most favorable structure: x). The second most favorable one is 3.5 kcal/mol above it.

w) Entry from OMol25: the molecule C6H9N3O2 (ωB97M-V/def2-TZVPD).

- Charge: 0
- LUMO: 0.68 eV
- SMILES: NC(=O)C1(N2C=CON2)CC1
- Highest occupied orbital energy: -0.275 Eh

CARTESIAN COORDINATES (ANGSTROEM)
1 H 1.835 -0.962 -0.905
2 O 1.118 -2.685 -1.640
3 H -1.835 -1.291 -1.374
4 C -0.873 -1.637 -1.326
5 N -0.110 -1.233 -0.228
6 C -0.194 0.139 0.264
7 H -1.849 1.028 1.520
8 C 0.296 0.346 1.636
9 H 1.851 1.222 -0.873
10 H -1.526 -0.697 1.670
11 N 1.052 1.835 -1.071
12 N 1.236 -1.724 -0.522
13 C -0.190 1.238 -0.808
14 C -1.169 0.274 1.381
15 H 1.275 2.289 -2.029
16 O -1.194 1.569 -1.385
17 C -0.171 -2.514 -2.123
18 H 0.823 1.253 1.722
19 H 0.686 -0.608 2.000
20 H -0.503 -3.205 -2.793

x) Entry from OMol25: the molecule C6H9N3O2 (ωB97M-V/def2-TZVPD).

- Charge: 0
- LUMO: 0.60 eV
- SMILES: N[C@@H](Cc1c[nH]cn1)C(=O)O
- Highest occupied orbital energy: -0.335 Eh

CARTESIAN COORDINATES (ANGSTROEM)
1 H -0.553 0.759 1.974
2 O -2.326 0.419 -1.416
3 C -1.538 -0.487 0.586
4 N 2.580 0.604 -0.646
5 H 1.796 2.169 0.793
6 H 0.079 -0.922 1.990
7 C 2.337 -0.631 -0.853
8 H 3.757 0.990 -0.623
9 H 2.909 -1.170 -1.644
10 H -0.658 -1.606 -0.824
11 H -2.364 -1.820 -0.561
12 C -1.710 0.746 -0.202
13 H -2.363 -0.587 1.399
14 N -1.514 -1.773 -0.095
15 N 1.159 -0.973 -0.294
16 C -0.327 -0.158 1.371
17 H -2.443 1.328 -1.965
18 O -1.404 1.933 -0.042
19 C 1.705 1.105 0.490
20 C 0.878 0.073 0.562

Most favorable structure: x). The second most favorable one is 60.5 kcal/mol above it.